The following is a quantum chemistry calculation of a structure of composition C12H10F5O2PtSSbSe4Te, from the OMol25 dataset.

E_HOMO (alpha / beta): -8.86 / -8.86 eV
Lowest unoccupied orbital energy (alpha / beta): -2.446 / -3.992 eV
<S²>: 6.027
ΔE to the lowest compared entry with this formula, charge and spin: 0.035 eV
Frontier orbital gap (alpha / beta): 6.42 / 4.87 eV

The geometry in ORCA input format:
```
! RIJCOSX wB97M-V def2-TZVPD def2/J DEFGRID3
* xyz 0 5
Pt -1.3084 5.2975 1.4600
Se 1.6883 6.1927 -2.3539
Sb 1.4598 6.7158 0.1676
Se 0.9753 4.4322 1.2083
Se -0.9196 7.4731 0.8897
Se 3.5123 7.8446 0.4893
F -5.5309 5.2119 -1.7457
Te -4.2987 4.6851 -0.5214
F -4.5168 3.0442 -1.2439
F -4.1521 6.4308 0.0566
F -5.7169 4.4555 0.6588
F -2.9040 5.0630 -1.7002
O -2.9606 4.1893 0.7325
O -0.0529 -1.3991 -2.1981
S -0.1790 -1.6721 -0.7347
C -0.3694 -3.4394 -0.4101
C -0.2402 -4.3263 -1.4145
C -0.6000 -5.6606 -1.1845
C -0.9967 -6.0951 0.0557
C -1.0653 -5.1998 1.0885
C -0.7617 -3.8693 0.8957
C 1.5000 -1.4300 -0.0117
C 1.8056 -1.7007 1.2979
C 3.0897 -1.5793 1.8017
C 4.1539 -1.0903 0.9656
C 3.8072 -0.7460 -0.3208
C 2.5122 -0.8356 -0.8032
H 0.0424 -4.0504 -2.4766
H -0.5884 -6.3770 -1.9541
H -1.3814 -7.0580 0.1546
H -1.4453 -5.4832 2.0313
H -0.9890 -3.1530 1.6673
H 1.0175 -2.1244 2.0520
H 3.3546 -1.8045 2.7985
H 5.1631 -1.0424 1.3767
H 4.5744 -0.4716 -1.0389
H 2.3211 -0.4275 -1.7360
*
```

The following is a quantum chemistry calculation of a structure of composition C32H29BrN3O6SeZn, from the OMol25 dataset.

E_HOMO: -4.34 eV
Lowest unoccupied orbital energy: 1.440 eV
ΔE to the lowest compared entry with this formula, charge and spin: 1.184 eV
Frontier orbital gap: 5.78 eV

The geometry in ORCA input format:
```
! RIJCOSX wB97M-V def2-TZVPD def2/J DEFGRID3
* xyz -1 1
Zn 1.1533 0.0457 -0.4153
O 2.3617 -3.0482 -2.0449
C 2.5537 -4.0249 -1.1232
C 3.2699 -5.1777 -1.4309
C 3.4344 -6.1826 -0.4889
C 2.8745 -6.0476 0.7689
C 2.1632 -4.8930 1.0736
C 1.9893 -3.8768 0.1498
C 1.2374 -2.5992 0.5298
O 1.9432 -1.4880 0.2954
N -0.0921 -2.6299 -0.1764
N -0.4043 -1.7055 -1.0687
C -1.6365 -1.5110 -1.3646
C -2.1332 -0.7193 -2.4736
Br -1.0095 -0.5865 -3.9844
C -3.3925 -0.2560 -2.4454
C -4.2200 0.4600 -3.4102
C -5.6080 0.3922 -3.2221
C -6.4877 1.0137 -4.0888
C -6.0005 1.7541 -5.1575
C -4.6297 1.8617 -5.3366
C -3.7458 1.2189 -4.4836
H 2.8566 -3.2559 -2.8416
H 3.7144 -5.2802 -2.4166
H 3.9939 -7.0738 -0.7449
H 3.0033 -6.8213 1.5153
H 1.7406 -4.7659 2.0645
H 0.9717 -2.6999 1.6050
H -0.8529 -3.0423 0.3513
H -2.4133 -1.9895 -0.7599
H -3.9200 -0.4936 -1.5245
H -5.9957 -0.1708 -2.3811
H -7.5544 0.9256 -3.9247
H -6.6837 2.2460 -5.8379
H -4.2385 2.4588 -6.1513
H -2.6839 1.3176 -4.6505
C 4.5108 -0.5735 5.7599
C 4.1008 -0.0331 4.4136
C 3.1649 0.9818 4.2900
C 2.7787 1.4764 3.0477
C 1.7527 2.5729 2.9844
C 3.3551 0.9456 1.8828
Se 2.8694 1.6924 0.1598
C 4.2990 -0.0875 1.9886
C 4.9441 -0.7391 0.7957
C 4.6516 -0.5533 3.2524
H 3.9416 -0.1052 6.5636
H 5.5725 -0.3930 5.9449
H 4.3487 -1.6523 5.8124
H 2.7166 1.4051 5.1847
H 1.2503 2.7014 3.9458
H 1.0138 2.3483 2.2169
H 2.2247 3.5178 2.7045
H 4.5825 -0.2922 -0.1250
H 4.6946 -1.8019 0.7733
H 6.0314 -0.6304 0.8378
H 5.3841 -1.3537 3.3258
O -0.4931 0.8061 0.6356
C -0.7142 1.5614 -0.3478
O -0.1142 1.4417 -1.4424
C -1.7521 2.6393 -0.1892
C -2.3246 3.2512 -1.2972
C -3.3184 4.1967 -1.1313
C -3.7129 4.5453 0.1540
C -3.1167 3.9742 1.2731
C -2.1432 3.0110 1.0950
N -4.7807 5.5146 0.3355
O -5.3158 5.9748 -0.6575
O -5.0884 5.8314 1.4707
H -1.9756 2.9757 -2.2831
H -3.7978 4.6711 -1.9750
H -3.4319 4.2914 2.2557
H -1.6670 2.5328 1.9386
*
```

The following is a quantum chemistry calculation of a structure of composition C29H25Br2Cl5NO4PY, from the OMol25 dataset.

E_HOMO: -10.65 eV
Lowest unoccupied orbital energy: -3.486 eV
ΔE to the lowest compared entry with this formula, charge and spin: 14.854 eV
Frontier orbital gap: 7.17 eV

The geometry in ORCA input format:
```
! RIJCOSX wB97M-V def2-TZVPD def2/J DEFGRID3
* xyz 1 1
Y -0.7881 -0.8192 -0.4059
C 1.6414 -3.4752 2.4255
C 1.5179 -0.5995 1.5688
C 2.7867 -0.6238 1.0403
C 3.3310 0.5841 0.6338
C 2.5875 1.7603 0.7481
C 1.3191 1.7538 1.3032
C 0.7705 0.5514 1.7579
H 2.3104 -4.0251 1.7989
H 0.7002 -2.2088 -0.0963
H 0.8346 -1.5729 3.6004
H 3.3253 -1.5604 0.9508
H 4.3273 0.6172 0.2120
H 3.0191 2.6945 0.4140
H 0.7753 2.6811 1.4246
H -0.1551 0.5212 2.3251
Br -3.2720 -1.1965 -2.4611
C -2.5546 -2.9436 -2.8316
Br -1.8621 -3.7302 -1.2138
H -1.7242 -2.8134 -3.5114
H -3.3553 -3.5616 -3.2147
C -4.2498 1.5849 -0.2282
P -2.6591 1.3532 0.6397
C -3.1485 1.4427 2.3910
C -1.7670 2.9027 0.3159
C -1.6610 3.9411 1.2377
C -0.8913 5.0595 0.9443
C -0.2276 5.1511 -0.2706
C -0.3356 4.1250 -1.2007
C -1.0964 3.0069 -0.9039
H -4.0773 1.6987 -1.2988
H -4.7547 2.4792 0.1383
H -4.8878 0.7162 -0.0623
H -3.7457 2.3341 2.5848
H -2.2744 1.4500 3.0425
H -3.7467 0.5633 2.6288
H -2.1680 3.8859 2.1921
H -0.8118 5.8610 1.6667
H 0.3729 6.0228 -0.4939
H 0.1811 4.1912 -2.1488
H -1.1581 2.2022 -1.6318
O 0.9013 0.2465 -1.5058
C 0.9232 -0.6644 -2.3977
O -0.1045 -1.3757 -2.5825
C 2.1720 -0.9129 -3.1583
C 2.2457 -1.9123 -4.1216
C 3.4398 -2.1518 -4.7852
C 4.5695 -1.4059 -4.4817
C 4.4693 -0.4225 -3.5135
C 3.2911 -0.1524 -2.8519
N 5.6681 0.3604 -3.1527
O 5.5817 1.1011 -2.1899
O 6.6633 0.2038 -3.8212
H 1.3654 -2.5017 -4.3392
H 3.4974 -2.9265 -5.5368
H 5.5143 -1.5766 -4.9766
H 3.2350 0.6325 -2.1164
Cl 0.9313 -2.2021 2.3663
C -0.9043 -1.9947 1.8818
C -1.7119 -2.3822 2.8779
C -3.1804 -2.3131 2.6672
Cl -3.9241 -1.8932 1.1900
C -3.8213 -2.6550 3.7921
Cl -5.4936 -2.7240 4.0541
C -2.8128 -2.9795 4.8108
Cl -3.2035 -3.4397 6.3929
C -1.5808 -2.8451 4.2872
Cl -0.1591 -3.1178 5.1993
*
```

The following is a quantum chemistry calculation of a structure of composition C6H7N2O2, from the OMol25 dataset.

E_HOMO: -3.14 eV
Lowest unoccupied orbital energy: 3.812 eV
ΔE to the lowest compared entry with this formula, charge and spin: 3.885 eV
Frontier orbital gap: 6.95 eV

The geometry in ORCA input format:
```
! RIJCOSX wB97M-V def2-TZVPD def2/J DEFGRID3
* xyz -1 1
C -0.8048 1.7320 0.8231
C -1.5167 0.5569 0.5471
C 0.3697 1.9797 0.1848
C -0.9943 -0.3253 -0.3911
C 0.9343 1.0624 -0.7451
C 0.1757 -0.1325 -0.9335
N 0.8751 -1.0159 -2.5389
N 1.0992 -2.1793 -2.5503
O 1.2005 -3.4423 -0.1175
O 0.9103 -0.0335 -3.2674
H -1.2861 2.4253 1.5096
H -2.4921 0.4455 0.9984
H 0.8420 2.9810 0.4167
H -1.4618 -1.3029 -0.5214
H 1.7961 1.0947 -1.4663
H 1.1841 -3.3620 -1.1362
H 2.1388 -3.0101 0.0002
*
```

The following is a quantum chemistry calculation of the ion C8H14 with charge -1, from the OMol25 dataset.

E_HOMO (alpha / beta): -1.37 / -1.36 eV
Lowest unoccupied orbital energy (alpha / beta): 4.216 / 4.147 eV
<S²>: 0.755
ΔE to the lowest compared entry with this formula, charge and spin: 2.583 eV
Frontier orbital gap (alpha / beta): 5.58 / 5.51 eV

The geometry in ORCA input format:
```
! RIJCOSX wB97M-V def2-TZVPD def2/J DEFGRID3
* xyz -1 2
C -2.5081 -0.6707 -0.7125
C -2.5330 -0.5380 0.8159
C -1.2496 0.0804 1.3885
C -0.0115 -0.5893 0.8479
C 1.2814 0.0067 1.1335
C 2.8607 0.9347 -1.5643
C 1.6197 0.1192 -1.4062
C 0.7827 0.3749 -0.2506
H -1.8014 0.0315 -1.1497
H -3.4665 -0.4751 -1.2056
H -2.2115 -1.6867 -0.9553
H -2.5285 -1.5625 1.1990
H -3.4043 -0.0074 1.2140
H -1.2455 0.1514 2.4810
H -1.2419 1.1285 0.9921
H 2.1118 -0.6890 0.9738
H 1.6140 0.7754 1.8464
H 3.5323 0.5215 -2.3234
H 3.4325 0.9671 -0.6245
H 2.6286 1.9797 -1.7776
H 1.5876 -0.8822 -1.8341
H 0.1664 1.2729 -0.2477
*
```

The following is a quantum chemistry calculation of a cluster of 5 separate species, C17H40N5O6Si in total, from the OMol25 dataset.

E_HOMO: -3.35 eV
Lowest unoccupied orbital energy: 1.985 eV
Frontier orbital gap: 5.34 eV

The geometry in ORCA input format:
```
! RIJCOSX wB97M-V def2-TZVPD def2/J DEFGRID3
* xyz -1 1
C 1.4010 -2.8636 5.3018
Si 1.2680 -2.7674 3.3947
C 2.4040 -4.1014 2.6091
C 2.0398 -1.0533 2.8947
N -0.4068 -2.7491 2.7944
C -1.2642 -3.8199 3.3803
C -2.6958 -3.1269 3.7629
O -3.7149 -3.8033 4.1416
O -2.7593 -1.7318 3.7028
H 0.5637 -2.2336 5.7823
H 1.3362 -3.9667 5.6294
H 2.4464 -2.4669 5.5882
H 3.4475 -3.6153 2.4835
H 2.5510 -4.9382 3.3861
H 2.0677 -4.4844 1.5875
H 1.6882 -0.8341 1.8272
H 1.5961 -0.2750 3.5994
H 3.1842 -1.1493 2.9681
H -0.4683 -2.7027 1.7696
H -0.7755 -4.2896 4.3076
H -1.4695 -4.6898 2.6565
C -2.3215 -0.6323 -0.2280
C -1.0598 -1.0319 -0.9468
O -0.0099 -1.2292 -0.3504
N -1.1086 -1.1732 -2.3008
C -2.2389 -0.9880 -3.1816
H -2.1210 -0.5620 0.8433
H -2.6620 0.3443 -0.5811
H -3.0980 -1.3844 -0.3846
H -0.2222 -1.4431 -2.7079
H -2.4172 -1.9261 -3.7127
H -1.9847 -0.2116 -3.9074
H -3.1391 -0.6998 -2.6423
C -0.9022 3.6622 1.1109
C -0.9396 2.5171 2.0889
O 0.0036 1.7542 2.2345
N -2.0703 2.3409 2.8263
C -3.2855 3.1232 2.8062
H 0.0613 3.6705 0.6009
H -1.6886 3.5420 0.3620
H -1.0217 4.6108 1.6374
H -2.0180 1.5511 3.4581
H -3.4540 3.5213 3.8097
H -4.1143 2.4619 2.5422
H -3.2355 3.9447 2.0938
C 1.6376 -4.7041 -4.4804
C 1.9344 -3.2403 -4.2936
O 1.0537 -2.3903 -4.3144
N 3.2279 -2.8709 -4.0963
C 4.4032 -3.7123 -4.0379
H 0.5655 -4.8387 -4.6260
H 2.1567 -5.0833 -5.3635
H 1.9388 -5.2649 -3.5931
H 3.3456 -1.8742 -3.9790
H 4.8776 -3.5715 -3.0643
H 5.0944 -3.3907 -4.8204
H 4.1641 -4.7647 -4.1757
C 1.2194 6.4292 -1.7466
C -0.1961 6.6201 -1.2709
O -0.5122 6.4754 -0.0991
N -1.1392 6.9647 -2.1912
C -0.9709 7.1815 -3.6117
H 1.8505 6.1579 -0.8999
H 1.2634 5.6233 -2.4824
H 1.5999 7.3580 -2.1777
H -2.0624 7.0741 -1.7958
H -1.2846 8.2022 -3.8426
H -1.6181 6.4814 -4.1447
H 0.0591 7.0380 -3.9314
*
```

The following is a quantum chemistry calculation of a structure of composition C20H45F7NbO5, from the OMol25 dataset.

E_HOMO: -5.00 eV
Lowest unoccupied orbital energy: 2.100 eV
ΔE to the lowest compared entry with this formula, charge and spin: 2.713 eV
Frontier orbital gap: 7.10 eV

The geometry in ORCA input format:
```
! RIJCOSX wB97M-V def2-TZVPD def2/J DEFGRID3
* xyz -1 1
C 6.6210 -1.1741 1.5138
C 5.6647 0.1090 1.5107
C 4.8116 0.1329 0.1315
C 3.3632 -0.4771 0.5115
O 2.4879 -0.4423 -0.6405
Nb 1.1891 1.2190 -0.5886
C -0.5513 -0.2531 -0.6172
O -1.6447 0.0565 0.2834
C -2.7688 -0.8292 0.0662
C -3.6220 -0.7950 1.4340
C -4.3535 0.6414 1.5177
C -0.1933 3.0622 -0.7772
F -1.5514 2.7095 -1.1035
F 0.2754 3.7743 -1.9438
C -0.0970 4.1120 0.4198
F 1.2895 4.3353 0.6469
F -0.6097 5.3788 0.0270
C -0.7003 3.6395 1.8204
F -1.7280 2.7224 1.7430
F -1.2647 4.7965 2.4260
F 0.3239 3.2473 2.6773
H 7.4679 -1.0222 0.7724
H 7.0524 -1.3677 2.5546
H 6.0124 -2.0579 1.1481
H 4.9465 0.0077 2.3956
H 6.2534 1.0819 1.6318
H 5.3417 -0.6230 -0.5679
H 4.7560 1.1660 -0.3256
H 2.9202 -0.0321 1.4544
H 3.5568 -1.5911 0.7315
H 1.2195 1.2988 1.2246
H 2.6329 2.3326 -0.6816
H 1.1899 1.1556 -2.4284
H -0.1191 -1.2640 -0.2596
H -0.9182 -0.4560 -1.6900
H -2.3617 -1.8821 -0.1489
H -3.4006 -0.5340 -0.8392
H -2.8599 -0.7971 2.2835
H -4.3598 -1.6522 1.4905
H -5.4305 0.5652 1.1365
H -3.8513 1.4162 0.8433
H -4.3031 0.9880 2.6003
C -5.9777 -3.4260 5.6983
C -4.9728 -3.3233 4.5610
C -3.6115 -3.8602 4.9753
O -4.8442 -1.9618 4.1625
H -5.6515 -2.8365 6.5611
H -6.9475 -3.0267 5.3905
H -6.1113 -4.4635 6.0154
H -5.3397 -3.8810 3.6953
H -3.2042 -3.2854 5.8132
H -2.8975 -3.7700 4.1529
H -3.6741 -4.9108 5.2706
H -4.5201 -1.4586 4.9201
C 5.6884 -1.0393 -4.4086
C 6.8221 -0.9051 -3.4087
C 8.1778 -1.0390 -4.0856
O 6.6849 -1.9129 -2.4075
H 5.7036 -2.0213 -4.8930
H 4.7280 -0.9527 -3.9006
H 5.7479 -0.2700 -5.1825
H 6.7579 0.0630 -2.9056
H 8.2824 -2.0211 -4.5584
H 8.9833 -0.9534 -3.3516
H 8.3162 -0.2685 -4.8482
H 6.7393 -2.7718 -2.8443
C -5.4075 2.9470 -3.0581
C -4.5635 1.7265 -2.7259
C -3.9816 1.0964 -3.9811
O -5.3679 0.7650 -2.0420
H -6.2529 2.6742 -3.6990
H -5.8278 3.3819 -2.1476
H -4.8146 3.7098 -3.5686
H -3.7539 2.0133 -2.0504
H -4.7776 0.7594 -4.6544
H -3.3873 0.2149 -3.7277
H -3.3459 1.8036 -4.5191
H -6.0864 0.5056 -2.6322
*
```

The following is a quantum chemistry calculation of the molecule C4H7ClO, from the OMol25 dataset.

E_HOMO: -9.68 eV
Lowest unoccupied orbital energy: 0.936 eV
ΔE to the lowest compared entry with this formula, charge and spin: 2.037 eV
Frontier orbital gap: 10.62 eV
SMILES: CO[C@H]1C[C@H]1Cl

The geometry in ORCA input format:
```
! RIJCOSX wB97M-V def2-TZVPD def2/J DEFGRID3
* xyz 0 1
C 0.0287 -1.0132 1.8892
O -0.6138 -1.2621 0.6842
C 0.2651 -1.1042 -0.4100
C -0.3128 -0.6206 -1.7606
C 0.5043 0.3096 -0.9150
Cl 0.0036 1.7857 0.0750
H 0.5382 -0.0988 1.8683
H 0.8212 -1.7629 2.2164
H -0.7597 -1.0508 2.6585
H 1.0930 -1.8072 -0.4735
H -1.3954 -0.4313 -1.8666
H 0.1223 -0.9826 -2.7012
H 1.5182 0.4442 -1.2709
*
```